1.
The following is a quantum chemistry calculation of a molecular structure, C17H39BrO13P2S at a distorted geometry, from the Open Molecules 2025 dataset.

Element x y z (Å)
O1 3.463 -5.873 -2.113
C1 3.005 -4.858 -2.480
O2 2.997 -3.789 -1.619
C2 1.633 -3.476 -1.186
C3 0.971 -2.620 -2.298
C4 -0.283 -1.795 -1.860
C5 -1.571 -2.635 -1.683
O3 -1.789 -3.462 -2.852
S1 -2.141 -5.026 -2.496
O4 -1.931 -5.722 -3.732
O5 -0.916 -5.509 -1.428
Br1 -1.735 -6.330 -0.014
H1 2.640 -4.783 -3.529
H2 1.141 -4.451 -1.012
H3 1.736 -2.955 -0.221
H4 0.801 -3.222 -3.208
H5 1.735 -1.861 -2.576
H6 -0.105 -1.223 -0.926
H7 -0.496 -1.046 -2.649
H8 -2.417 -1.914 -1.654
H9 -1.623 -3.182 -0.721
O6 -1.209 1.870 -1.896
P1 -1.786 3.278 -1.849
O7 -3.307 2.830 -2.321
C6 -4.160 2.191 -1.375
C7 -4.634 3.151 -0.297
O8 -1.141 3.723 -3.307
C8 0.122 3.200 -3.729
C9 -0.078 2.054 -4.704
O9 -2.291 4.844 -1.588
C10 -2.653 5.763 -2.628
C11 -3.856 5.376 -3.462
H10 -3.646 1.333 -0.933
H11 -5.019 1.816 -1.932
H12 -3.798 3.486 0.324
H13 -5.367 2.668 0.351
H14 -5.085 4.041 -0.736
H15 0.722 2.895 -2.872
H16 0.661 4.013 -4.222
H17 -0.836 1.354 -4.354
H18 0.857 1.513 -4.861
H19 -0.419 2.440 -5.667
H20 -1.793 5.979 -3.260
H21 -2.888 6.696 -2.110
H22 -3.632 4.541 -4.126
H23 -4.160 6.218 -4.087
H24 -4.699 5.089 -2.835
O10 1.476 -1.038 2.137
P2 2.496 -1.062 3.254
O11 1.439 -1.369 4.487
C12 0.884 -2.677 4.606
C13 1.918 -3.693 5.062
O12 2.664 0.567 3.371
C14 2.509 1.376 2.198
C15 1.114 1.965 2.159
O13 3.784 -1.284 4.286
C16 4.144 -0.380 5.339
C17 3.123 -0.208 6.443
H25 0.436 -2.978 3.655
H26 0.086 -2.612 5.347
H27 2.692 -3.831 4.303
H28 1.447 -4.660 5.249
H29 2.417 -3.363 5.973
H30 2.723 0.808 1.293
H31 3.253 2.174 2.256
H32 0.352 1.219 2.381
H33 0.900 2.409 1.184
H34 1.025 2.748 2.916
H35 4.439 0.584 4.926
H36 5.048 -0.807 5.780
H37 2.256 0.359 6.103
H38 3.566 0.341 7.276
H39 2.770 -1.170 6.812

Its LUMO energy is -1.56 eV. Its total energy is -144329.8963 eV. For the gap between HOMO and LUMO, the calculation gives 8.55 eV. The multiplicity is 1.

Results of the Löwdin charge analysis, in e, for atoms 1 through 8:
1 O 0.12
2 C -0.36
3 O -0.07
4 C -0.15
5 C -0.16
6 C -0.15
7 C -0.24
8 O -0.33

2.
The following is a quantum chemistry calculation of a molecular structure, C40H42FIrNO6 at a distorted geometry, from the Open Molecules 2025 dataset.

Element x y z (Å)
Ir1 0.464 -0.303 -0.685
O1 3.408 -0.629 2.592
C1 2.315 -0.312 1.881
O2 2.365 -0.240 0.673
C2 1.153 0.025 2.771
O3 -0.052 0.160 2.089
C3 -0.963 -0.896 2.422
C4 -0.399 -2.258 2.010
O4 -0.467 -3.180 2.839
O5 0.099 -2.293 0.851
H1 4.128 -0.770 1.958
H2 1.422 0.983 3.242
H3 1.106 -0.748 3.548
H4 -1.880 -0.686 1.865
H5 -1.170 -0.876 3.497
C5 -1.900 3.539 0.008
C6 -1.342 2.487 0.951
C7 -2.315 2.263 2.089
C8 0.075 2.838 1.365
C9 0.306 3.451 2.585
C10 1.576 3.870 2.960
C11 2.626 3.664 2.085
C12 2.439 3.049 0.850
C13 3.636 2.885 -0.068
C14 4.749 2.065 0.575
C15 4.186 4.233 -0.529
C16 1.153 2.604 0.461
N1 0.929 1.955 -0.757
C17 1.013 2.753 -1.857
C18 0.886 4.155 -1.808
C19 0.960 4.963 -2.935
C20 1.162 4.414 -4.191
C21 1.306 3.030 -4.277
C22 1.247 2.244 -3.155
F1 1.484 0.919 -3.314
H6 -2.864 3.205 -0.394
H7 -1.229 3.704 -0.834
H8 -2.039 4.501 0.524
H9 -1.269 1.575 0.361
H10 -2.624 3.211 2.549
H11 -1.890 1.622 2.866
H12 -3.218 1.785 1.692
H13 -0.536 3.616 3.249
H14 1.739 4.358 3.916
H15 3.624 3.997 2.360
H16 3.287 2.343 -0.951
H17 5.117 2.539 1.491
H18 5.594 1.959 -0.114
H19 4.391 1.066 0.832
H20 4.593 4.800 0.317
H21 3.408 4.834 -1.002
H22 4.991 4.086 -1.257
H23 0.722 4.612 -0.838
H24 0.835 6.036 -2.822
H25 1.186 5.028 -5.083
H26 1.475 2.533 -5.227
C23 -1.328 -0.006 -1.408
C24 -2.379 0.166 -1.945
C25 -3.588 0.295 -2.641
C26 -4.522 -0.803 -2.537
C27 -5.536 -1.189 -3.447
C28 -6.290 -2.340 -3.264
C29 -6.106 -3.178 -2.173
C30 -5.110 -2.828 -1.261
C31 -4.354 -1.693 -1.439
C32 -3.858 1.437 -3.474
C33 -5.087 1.798 -4.080
C34 -5.209 2.923 -4.881
C35 -4.131 3.754 -5.159
C36 -2.915 3.434 -4.555
C37 -2.789 2.337 -3.731
H27 -5.701 -0.598 -4.331
H28 -7.038 -2.597 -4.012
H29 -6.705 -4.074 -2.044
H30 -4.923 -3.458 -0.395
H31 -3.569 -1.448 -0.731
H32 -5.959 1.195 -3.905
H33 -6.182 3.149 -5.314
H34 -4.235 4.622 -5.802
H35 -2.042 4.063 -4.717
H36 -1.830 2.145 -3.263
C38 2.422 -2.922 -0.787
O6 1.409 -2.835 -1.786
C39 0.645 -1.758 -1.895
C40 -0.241 -1.940 -3.073
H37 2.011 -3.433 0.083
H38 2.770 -1.934 -0.503
H39 3.234 -3.497 -1.236
H40 0.061 -2.802 -3.678
H41 -0.283 -1.028 -3.668
H42 -1.260 -2.071 -2.693

Its LUMO energy (spin up / spin down) is 3.87 / 3.87 eV. As for the expectation value of S²: 0.7556. Its total energy is -61491.0238 eV. The charge is -2. For the gap between HOMO and LUMO (spin up / spin down), the calculation gives 3.66 / 3.66 eV. The multiplicity is 2.

Results of the Löwdin charge analysis, in e, for atoms 1 through 8:
1 Ir 1.26
2 O 0.13
3 C -0.45
4 O -0.02
5 C -0.11
6 O -0.18
7 C -0.11
8 C -0.68

3.
The following is a quantum chemistry calculation of a molecular structure, C36H77I2N2O3P at a distorted geometry, from the Open Molecules 2025 dataset.

Element x y z (Å)
C1 5.197 -0.591 4.590
O1 3.827 -0.370 4.905
C2 3.306 0.856 4.452
C3 2.157 0.667 3.421
C4 1.361 2.008 3.385
I1 0.069 2.227 1.674
C5 2.188 3.299 3.542
C6 3.204 3.608 2.449
I2 0.832 4.984 3.734
C7 1.277 -0.517 3.945
P1 -0.514 -0.814 3.486
N1 -0.955 -2.254 3.917
O2 1.926 -1.712 3.484
C8 2.867 -1.400 2.570
O3 3.676 -2.192 2.185
C9 2.684 0.049 2.126
N2 3.874 0.621 1.579
C10 4.146 0.405 0.351
C11 5.409 0.981 -0.219
C12 3.284 -0.390 -0.592
H1 5.412 -0.354 3.545
H2 5.398 -1.651 4.756
H3 5.841 0.004 5.250
H4 2.898 1.390 5.321
H5 4.104 1.455 4.009
H6 0.677 1.969 4.240
H7 2.640 3.300 4.534
H8 2.821 3.300 1.471
H9 4.138 3.066 2.611
H10 3.416 4.677 2.399
H11 1.261 -0.509 5.043
H12 -0.557 -0.648 2.097
H13 -1.256 0.237 4.058
H14 -1.739 -2.257 4.557
H15 1.829 0.007 1.433
H16 5.179 1.712 -1.001
H17 5.970 0.172 -0.702
H18 6.017 1.420 0.571
H19 3.003 -1.365 -0.190
H20 2.352 0.165 -0.774
H21 3.760 -0.515 -1.567
C13 -3.476 0.057 6.893
C14 -3.413 -1.466 6.970
C15 -4.394 -2.166 6.031
C16 -5.868 -1.865 6.304
C17 -6.344 -2.203 7.715
C18 -6.225 -3.685 8.058
H22 -4.453 0.442 7.188
H23 -2.735 0.510 7.554
H24 -3.275 0.403 5.876
H25 -3.583 -1.786 8.001
H26 -2.400 -1.793 6.718
H27 -4.223 -3.244 6.079
H28 -4.167 -1.875 4.999
H29 -6.474 -2.425 5.586
H30 -6.069 -0.808 6.104
H31 -7.391 -1.899 7.808
H32 -5.792 -1.611 8.450
H33 -6.798 -4.292 7.355
H34 -6.605 -3.887 9.060
H35 -5.189 -4.025 8.026
C19 2.854 -0.351 -8.019
C20 4.289 -0.730 -7.667
C21 4.420 -1.477 -6.341
C22 3.951 -0.685 -5.121
C23 4.643 0.661 -4.913
C24 6.144 0.548 -4.660
H36 2.418 0.320 -7.277
H37 2.822 0.161 -8.981
H38 2.219 -1.237 -8.089
H39 4.907 0.172 -7.646
H40 4.700 -1.357 -8.462
H41 5.463 -1.778 -6.204
H42 3.845 -2.406 -6.394
H43 4.101 -1.300 -4.227
H44 2.872 -0.518 -5.191
H45 4.182 1.151 -4.050
H46 4.457 1.317 -5.767
H47 6.340 -0.080 -3.787
H48 6.575 1.532 -4.467
H49 6.685 0.125 -5.508
C25 -13.068 -2.956 4.771
C26 -12.041 -3.062 3.649
C27 -10.731 -3.720 4.080
C28 -9.974 -2.977 5.182
C29 -9.621 -1.527 4.854
C30 -8.706 -1.383 3.642
H50 -12.706 -2.336 5.593
H51 -13.997 -2.510 4.412
H52 -13.305 -3.942 5.176
H53 -11.842 -2.068 3.240
H54 -12.466 -3.646 2.828
H55 -10.085 -3.833 3.205
H56 -10.942 -4.735 4.429
H57 -9.049 -3.524 5.397
H58 -10.557 -3.000 6.107
H59 -9.126 -1.088 5.725
H60 -10.533 -0.943 4.698
H61 -7.778 -1.936 3.799
H62 -8.447 -0.337 3.471
H63 -9.168 -1.758 2.728
C31 3.630 2.880 -9.311
C32 4.625 2.279 -10.299
C33 6.081 2.595 -9.965
C34 6.433 4.084 -9.971
C35 6.144 4.805 -11.287
C36 6.929 4.251 -12.472
H64 3.677 3.970 -9.301
H65 2.607 2.600 -9.563
H66 3.834 2.524 -8.298
H67 4.388 2.621 -11.311
H68 4.505 1.192 -10.313
H69 6.730 2.062 -10.665
H70 6.312 2.189 -8.974
H71 7.497 4.189 -9.737
H72 5.897 4.590 -9.164
H73 6.385 5.864 -11.162
H74 5.073 4.764 -11.508
H75 8.004 4.312 -12.287
H76 6.715 4.813 -13.382
H77 6.683 3.207 -12.667

Its LUMO energy is -0.11 eV. Its total energy is -73193.1475 eV. For the gap between HOMO and LUMO, the calculation gives 8.55 eV. The multiplicity is 1.

Results of the Löwdin charge analysis, in e, for atoms 1 through 8:
1 C -0.07
2 O -0.16
3 C -0.17
4 C -0.37
5 C -0.69
6 I 0.91
7 C -0.83
8 C -0.19

> Which value of multiplicity does entry 2 give?

2